Record 1
Density functional theory data (ωB97M-V with the def2-TZVPD basis set) for a 11-piece molecular cluster, C33H88O11 overall at a distorted geometry.

Geometry (Å):
C: 6.184 1.137 2.886
C: 4.724 1.089 2.367
C: 3.750 0.683 3.461
O: 4.373 2.360 1.823
H: 6.756 0.504 2.209
H: 6.286 0.825 3.919
H: 6.489 2.170 2.722
H: 4.634 0.372 1.545
H: 3.857 -0.336 3.823
H: 2.738 0.802 3.045
H: 3.719 1.445 4.245
H: 3.388 2.389 1.785
C: 4.655 5.261 -0.191
C: 4.403 4.754 -1.591
C: 3.279 3.716 -1.704
O: 3.918 5.832 -2.435
H: 5.207 4.554 0.430
H: 3.769 5.532 0.384
H: 5.248 6.184 -0.185
H: 5.299 4.361 -2.073
H: 3.271 3.210 -2.668
H: 2.264 3.990 -1.430
H: 3.555 2.975 -0.941
H: 4.297 6.674 -2.163
C: 2.385 -4.442 -1.509
C: 1.778 -4.083 -2.834
C: 1.783 -2.573 -3.103
O: 2.615 -4.704 -3.857
H: 2.136 -5.468 -1.235
H: 1.936 -3.814 -0.733
H: 3.462 -4.291 -1.479
H: 0.810 -4.549 -3.044
H: 1.059 -2.189 -2.376
H: 1.473 -2.332 -4.120
H: 2.770 -2.126 -2.994
H: 2.181 -4.615 -4.709
C: -2.475 -2.789 -3.412
C: -3.926 -2.561 -2.974
C: -4.095 -1.272 -2.205
O: -4.737 -2.506 -4.143
H: -2.400 -3.611 -4.126
H: -1.829 -3.036 -2.573
H: -2.217 -1.885 -3.970
H: -4.194 -3.481 -2.442
H: -3.425 -1.103 -1.351
H: -5.105 -1.063 -1.857
H: -3.723 -0.427 -2.798
H: -5.672 -2.531 -3.927
C: -0.765 -0.525 -0.284
C: 0.643 -0.119 0.175
C: 1.269 0.782 -0.886
O: 0.542 0.708 1.327
H: -1.374 0.383 -0.311
H: -1.184 -1.162 0.498
H: -0.779 -0.926 -1.297
H: 1.290 -0.996 0.293
H: 0.672 1.619 -1.262
H: 1.422 0.207 -1.808
H: 2.231 1.194 -0.582
H: 0.280 0.137 2.087
C: -3.897 -6.258 -0.382
C: -3.215 -5.432 0.684
C: -3.543 -3.948 0.540
O: -3.673 -5.875 1.960
H: -3.410 -6.177 -1.359
H: -4.904 -5.920 -0.646
H: -3.955 -7.312 -0.111
H: -2.136 -5.590 0.590
H: -4.570 -3.755 0.243
H: -2.786 -3.439 -0.073
H: -3.365 -3.374 1.458
H: -3.101 -5.575 2.669
C: 0.939 3.693 3.574
C: 0.876 3.946 2.071
C: 1.161 5.384 1.640
O: 1.785 3.081 1.368
H: 0.211 4.214 4.192
H: 1.957 3.940 3.893
H: 0.891 2.617 3.764
H: -0.105 3.677 1.658
H: 1.383 5.469 0.580
H: 1.984 5.872 2.170
H: 0.283 5.958 1.956
H: 1.255 2.316 1.062
C: -3.343 3.075 -0.136
C: -3.867 3.118 -1.584
C: -5.329 2.741 -1.672
O: -3.747 4.422 -2.156
H: -2.312 3.423 -0.053
H: -3.401 2.037 0.200
H: -3.948 3.674 0.546
H: -3.248 2.435 -2.171
H: -5.498 2.586 -2.742
H: -5.984 3.575 -1.414
H: -5.637 1.870 -1.098
H: -2.819 4.530 -2.392
C: 2.188 -4.620 4.452
C: 1.257 -3.470 4.000
C: 0.782 -3.766 2.564
O: 0.129 -3.406 4.868
H: 1.804 -5.605 4.191
H: 2.184 -4.540 5.541
H: 3.166 -4.478 3.996
H: 1.888 -2.577 4.008
H: 1.720 -3.636 2.016
H: 0.011 -3.039 2.313
H: 0.507 -4.811 2.447
H: 0.209 -2.639 5.443
C: -1.128 1.569 -4.173
C: 0.386 1.677 -4.424
C: 0.753 1.292 -5.862
O: 0.751 3.051 -4.235
H: -1.653 2.077 -4.981
H: -1.383 1.841 -3.155
H: -1.294 0.503 -4.369
H: 0.847 1.064 -3.639
H: 1.728 1.726 -6.076
H: 0.050 1.772 -6.548
H: 0.606 0.228 -6.057
H: 1.649 3.168 -4.560
C: -2.960 -0.542 4.573
C: -2.320 -0.167 3.234
C: -2.457 1.331 2.986
O: -0.942 -0.530 3.259
H: -4.043 -0.449 4.602
H: -2.512 0.121 5.321
H: -2.705 -1.546 4.928
H: -2.860 -0.737 2.470
H: -3.500 1.613 2.882
H: -1.844 1.630 2.134
H: -1.980 1.894 3.793
H: -0.871 -1.335 3.788

Results
- spin multiplicity = 1
- electronic energy (eV) = -58168.9536
- Kohn-Sham gap (eV) = 9.80
- energy relative to the best compared isomer or geometry (same formula, charge and spin) (kcal per mole) = 68.4

Record 2
Density functional theory data (ωB97M-V with the def2-TZVPD basis set) for a single C24H34N2O2 molecule.

Geometry (Å):
C: 2.616 -0.976 -2.845
O: 2.964 -0.051 -1.846
C: 2.488 -0.267 -0.570
C: 1.703 -1.330 -0.166
C: 1.283 -1.420 1.155
C: 1.646 -0.463 2.084
C: 2.441 0.604 1.677
C: 2.863 0.713 0.367
O: 3.636 1.764 -0.017
H: 3.829 1.658 -0.959
H: 2.724 1.369 2.382
C: 1.192 -0.512 3.519
N: 0.447 0.695 3.837
C: 0.445 1.017 5.244
H: 1.471 1.127 5.594
H: -0.070 1.966 5.387
H: -0.056 0.253 5.863
C: -0.890 0.724 3.261
H: -1.645 0.527 4.036
C: -1.161 2.081 2.588
C: -2.599 2.566 2.783
C: -3.566 1.677 2.010
C: -3.141 1.583 0.548
N: -1.794 1.052 0.468
C: -0.866 1.979 1.090
H: 0.150 1.605 0.954
H: -0.930 2.983 0.629
C: -1.395 0.678 -0.875
H: -0.342 0.385 -0.824
C: -2.216 -0.523 -1.376
C: -1.475 -1.379 -2.363
C: -0.987 -2.612 -1.945
C: -0.307 -3.453 -2.808
C: -0.107 -3.066 -4.121
C: -0.592 -1.843 -4.550
C: -1.273 -0.989 -3.691
C: -1.768 0.327 -4.213
H: -1.742 0.339 -5.300
H: -1.142 1.140 -3.849
H: -2.789 0.520 -3.888
H: -0.439 -1.543 -5.577
H: 0.418 -3.712 -4.809
H: 0.061 -4.407 -2.458
H: -1.150 -2.918 -0.922
H: -3.151 -0.177 -1.822
H: -2.462 -1.128 -0.501
H: -1.481 1.524 -1.578
H: -3.823 0.915 0.018
H: -3.207 2.584 0.077
H: -3.563 0.673 2.437
H: -4.581 2.074 2.072
H: -2.857 2.573 3.845
H: -2.681 3.591 2.413
H: -0.474 2.812 3.024
H: -0.978 -0.053 2.501
H: 2.075 -0.539 4.165
H: 0.610 -1.431 3.706
H: 0.665 -2.255 1.451
H: 1.402 -2.088 -0.871
H: 3.089 -0.617 -3.758
H: 1.533 -1.022 -2.990
H: 2.992 -1.977 -2.612

Results
- spin multiplicity = 1
- electronic energy (eV) = -32515.0574
- Kohn-Sham gap (eV) = 8.86
- energy relative to the best compared isomer or geometry (same formula, charge and spin) (kcal per mole) = 34.2

Record 3
Density functional theory data (ωB97M-V with the def2-TZVPD basis set) for C18H19N3O3 as an isolated structure at a distorted geometry.

Geometry (Å):
O: -2.928 -2.479 1.859
C: -2.170 -2.368 0.755
N: -2.607 -1.644 -0.380
H: -2.027 -1.608 -1.114
C: -3.841 -0.987 -0.447
C: -3.441 0.533 -0.166
N: -2.184 0.679 0.184
C: -1.655 2.064 -0.035
C: -2.483 3.190 -0.162
C: -3.744 2.928 -0.314
C: -4.330 1.882 -0.366
H: -5.422 1.589 -0.673
H: -4.422 3.638 -0.541
H: -1.986 4.243 0.036
H: -0.580 2.117 0.145
H: -4.587 -0.968 -1.041
H: -4.406 -1.212 0.661
C: -0.938 -2.941 0.702
H: -0.680 -3.311 -0.388
H: -0.737 -3.522 1.566
C: 0.021 -1.700 0.600
C: 0.245 -1.014 -0.517
O: -0.294 -1.276 -1.611
N: 1.364 -0.214 -0.604
C: 2.353 0.274 -0.023
C: 2.063 0.557 1.478
C: 2.937 0.740 2.412
C: 4.308 1.078 2.047
C: 4.580 0.502 0.921
C: 3.749 0.100 -0.059
O: 4.197 -0.066 -1.419
C: 3.203 -0.633 -2.446
C: 1.925 0.129 -2.087
H: 1.994 1.046 -2.196
H: 1.124 -0.317 -2.831
H: 3.137 -1.492 -2.199
H: 3.685 -0.370 -3.471
H: 5.694 0.564 0.779
H: 4.997 1.263 2.816
H: 2.496 1.375 3.490
H: 1.015 0.507 1.904
H: -0.535 -0.849 1.543
H: 0.911 -2.029 1.191

Results
- spin multiplicity = 1
- electronic energy (eV) = -29572.5606
- Kohn-Sham gap (eV) = 8.20
- energy relative to the best compared isomer or geometry (same formula, charge and spin) (kcal per mole) = 370.9

Record 4
Density functional theory data (ωB97M-V with the def2-TZVPD basis set) for a single CH3FIN molecule at a distorted geometry.

Geometry (Å):
C: 0.273 0.103 0.069
N: 1.463 0.823 0.507
F: 1.422 2.052 -0.152
I: 3.185 -0.176 -0.011
H: 0.292 -0.907 0.365
H: -0.633 0.687 0.522
H: 0.161 -0.098 -1.118

Results
- spin multiplicity = 1
- electronic energy (eV) = -13390.6607
- Kohn-Sham gap (eV) = 9.05
- energy relative to the best compared isomer or geometry (same formula, charge and spin) (kcal per mole) = 63.0

Record 5
Density functional theory data (ωB97M-V with the def2-TZVPD basis set) for a 2-piece molecular cluster, C4H10NP overall at a distorted geometry.

Geometry (Å):
C: -1.401 -0.281 0.303
C: -0.942 -1.662 0.277
C: 0.821 0.405 -1.403
C: 1.338 0.897 0.853
N: 0.341 0.994 -0.145
P: -2.866 0.482 0.346
H: -1.832 -2.249 -0.048
H: -0.247 -1.950 -0.486
H: -0.620 -1.837 1.317
H: -0.106 0.434 -1.987
H: 1.814 0.958 -1.609
H: 1.107 -0.617 -1.377
H: 1.944 0.059 0.772
H: 1.958 1.771 0.814
H: 0.860 0.812 1.781
H: -2.169 1.783 0.594

Results
- spin multiplicity = 1
- electronic energy (eV) = -15083.7341
- Kohn-Sham gap (alpha / beta) (eV) = 8.22 / 8.22
- energy relative to the best compared isomer or geometry (same formula, charge and spin) (kcal per mole) = 105.2

Record 6
Density functional theory data (ωB97M-V with the def2-TZVPD basis set) for a 2-piece molecular cluster, C24H32BF3O3 overall at a distorted geometry.

Geometry (Å):
C: -4.913 -0.789 0.016
O: -3.521 -0.759 0.410
C: -3.073 -0.972 1.641
C: -2.667 -2.293 2.104
C: -2.502 -2.537 3.502
C: -1.980 -3.732 3.954
C: -1.337 -4.579 3.051
C: -0.356 -5.582 3.554
C: -1.635 -4.458 1.689
C: -2.303 -3.345 1.207
H: -4.949 -1.040 -1.046
H: -5.448 -1.540 0.603
H: -5.348 0.202 0.181
H: -3.223 -0.169 2.387
H: -2.756 -1.739 4.210
H: -1.993 -4.013 5.008
H: 0.238 -5.965 2.718
H: 0.304 -5.109 4.286
H: -0.843 -6.428 4.030
H: -1.307 -5.246 1.011
H: -2.534 -3.286 0.147
C: 2.577 -1.071 0.765
C: 1.878 -0.134 -0.211
C: 2.593 -0.234 -1.567
C: 0.329 -0.392 -0.267
C: -0.195 -1.566 -1.072
C: -0.124 -0.545 1.188
O: -0.167 0.834 -0.857
B: 0.726 1.835 -0.349
C: 1.349 2.916 -1.453
C: 0.628 3.464 -2.525
C: 1.298 3.997 -3.645
C: 2.696 3.998 -3.682
C: 3.419 4.218 -4.997
F: 4.781 4.230 -4.863
F: 3.117 3.225 -5.896
F: 3.081 5.401 -5.593
C: 3.428 3.632 -2.548
C: 2.734 3.160 -1.421
C: -0.516 2.464 0.997
C: -1.166 3.739 0.573
O: 1.918 1.232 0.240
H: 2.374 -2.094 0.404
H: 3.662 -0.891 0.739
H: 2.204 -0.960 1.789
H: 2.584 -1.294 -1.870
H: 2.104 0.385 -2.344
H: 3.643 0.087 -1.444
H: 0.259 -2.509 -0.726
H: -1.278 -1.646 -0.885
H: 0.007 -1.431 -2.145
H: -0.151 -1.600 1.499
H: 0.548 0.034 1.840
H: -1.151 -0.184 1.320
H: -0.464 3.489 -2.518
H: 0.738 4.417 -4.488
H: 4.513 3.721 -2.535
H: 3.340 2.951 -0.540
H: -1.239 1.694 1.208
H: 0.181 2.635 1.827
H: -1.504 4.273 1.459
H: -0.537 4.380 -0.058
H: -2.069 3.519 -0.010

Results
- spin multiplicity = 1
- electronic energy (eV) = -40375.2839
- Kohn-Sham gap (eV) = 2.69
- energy relative to the best compared isomer or geometry (same formula, charge and spin) (kcal per mole) = 13.5

Record 7
Density functional theory data (ωB97M-V with the def2-TZVPD basis set) for C26H35HfO5S as an isolated structure at a distorted geometry.

Geometry (Å):
O: -0.354 1.175 -3.981
C: -0.042 0.341 -5.224
C: -0.501 1.374 -6.214
H: -0.665 -0.565 -5.174
H: 1.027 0.106 -5.303
C: -0.933 2.135 -4.960
H: -1.321 1.076 -6.872
H: 0.282 1.884 -6.792
C: -2.434 2.213 -4.915
H: -2.837 1.201 -5.064
H: -2.807 2.878 -5.709
H: -2.795 2.655 -3.981
C: -0.280 3.514 -4.903
H: 0.820 3.421 -4.989
H: -0.580 4.057 -3.984
H: -0.615 4.112 -5.779
Hf: -0.401 0.637 -1.489
C: 0.106 1.596 0.678
C: 1.110 0.606 0.890
C: 2.221 0.889 0.049
H: 1.134 -0.111 1.711
C: 1.939 2.086 -0.648
C: 0.588 2.489 -0.360
H: 0.141 3.441 -0.632
H: -0.689 1.799 1.395
H: 3.140 0.286 0.016
H: 2.657 2.693 -1.203
C: -2.758 0.715 -0.171
C: -2.391 2.034 -0.546
C: -2.127 2.064 -1.940
H: -2.442 2.921 0.086
C: -2.419 0.704 -2.458
C: -2.780 -0.101 -1.343
H: -3.219 -1.092 -1.440
H: -3.161 0.421 0.803
H: -1.992 2.978 -2.530
H: -2.606 0.404 -3.488
O: 1.478 -0.116 -2.574
C: 2.550 0.571 -3.378
C: 3.520 -0.526 -3.758
H: 2.993 1.351 -2.762
H: 2.082 1.032 -4.247
C: 2.938 -1.864 -3.285
H: 4.487 -0.315 -3.286
H: 3.680 -0.536 -4.839
C: 1.531 -1.600 -2.812
H: 3.524 -2.189 -2.426
H: 2.965 -2.655 -4.032
H: 1.302 -2.023 -1.839
H: 0.730 -1.847 -3.524
C: 2.720 -4.553 4.657
C: 1.797 -3.838 3.695
C: 0.724 -3.095 4.192
C: -0.173 -2.460 3.342
C: 0.021 -2.542 1.956
C: 1.044 -3.328 1.427
C: 1.936 -3.962 2.302
S: -1.167 -1.676 0.955
O: -2.088 -2.648 0.394
O: -1.659 -0.644 1.862
O: -0.392 -1.031 -0.274
H: 2.993 -3.878 5.484
H: 2.224 -5.441 5.095
H: 3.635 -4.867 4.137
H: 0.589 -2.998 5.270
H: -1.015 -1.922 3.757
H: 1.112 -3.459 0.346
H: 2.768 -4.553 1.913

Results
- spin multiplicity = 1
- electronic energy (eV) = -49902.0914
- Kohn-Sham gap (eV) = 8.36
- energy relative to the best compared isomer or geometry (same formula, charge and spin) (kcal per mole) = 21.8
- charge = +1

Record 8
Density functional theory data (ωB97M-V with the def2-TZVPD basis set) for C38H38N6O3Pt as an isolated structure.

Geometry (Å):
Pt: -0.065 -0.004 -0.629
O: 1.572 -0.916 -1.329
C: 2.783 -0.793 -0.682
C: 3.237 0.676 -0.763
C: 2.310 1.787 -0.320
C: 2.876 3.057 -0.248
C: 2.139 4.122 0.224
C: 0.860 3.888 0.694
C: 0.332 2.613 0.617
C: -0.981 2.276 1.239
C: -2.119 2.061 0.236
O: -1.774 1.055 -0.659
C: -3.407 1.645 0.950
C: -3.493 1.386 2.311
C: -4.684 0.939 2.876
C: -5.802 0.744 2.084
C: -5.725 0.997 0.718
C: -4.539 1.442 0.162
C: -2.332 3.378 -0.522
C: -3.055 4.427 0.041
C: -3.177 5.641 -0.618
C: -2.578 5.824 -1.858
C: -1.859 4.784 -2.427
C: -1.737 3.571 -1.762
N: 1.027 1.604 0.034
C: 3.811 -1.654 -1.436
C: 3.360 -2.672 -2.268
C: 4.258 -3.497 -2.930
C: 5.624 -3.317 -2.771
C: 6.083 -2.304 -1.943
C: 5.183 -1.482 -1.279
C: 2.737 -1.355 0.744
C: 3.521 -0.887 1.793
C: 3.483 -1.502 3.039
C: 2.672 -2.607 3.247
C: 1.887 -3.083 2.205
C: 1.921 -2.460 0.969
H: 3.513 0.869 -1.803
H: 4.151 0.837 -0.188
H: 3.904 3.182 -0.559
H: 2.571 5.114 0.268
H: 0.259 4.674 1.129
H: -1.226 3.054 1.966
H: -0.825 1.343 1.786
H: -2.631 1.522 2.952
H: -4.731 0.744 3.940
H: -6.729 0.395 2.522
H: -6.594 0.849 0.089
H: -4.473 1.633 -0.903
H: -3.534 4.288 1.004
H: -3.749 6.443 -0.167
H: -2.678 6.769 -2.377
H: -1.391 4.916 -3.395
H: -1.182 2.751 -2.199
H: 2.293 -2.793 -2.398
H: 3.889 -4.285 -3.575
H: 6.325 -3.959 -3.288
H: 7.147 -2.152 -1.807
H: 5.568 -0.711 -0.623
H: 4.176 -0.035 1.660
H: 4.088 -1.113 3.848
H: 2.648 -3.089 4.216
H: 1.238 -3.936 2.360
H: 1.321 -2.829 0.149
C: -2.483 -4.734 0.187
N: -2.068 -3.757 -0.812
C: -2.148 -4.018 -2.135
C: -1.752 -3.119 -3.057
C: -1.245 -1.875 -2.575
N: -1.128 -1.633 -1.273
C: -1.523 -2.558 -0.330
O: -1.420 -2.390 0.866
N: -0.907 -0.912 -3.434
H: -3.103 -5.484 -0.297
H: -3.049 -4.231 0.966
H: -1.614 -5.209 0.643
H: -2.557 -4.982 -2.404
H: -1.834 -3.319 -4.113
H: -0.822 -1.115 -4.412
H: -0.492 -0.068 -3.054
N: 0.133 -0.674 4.241
N: 0.116 -0.316 2.853
H: 0.286 -1.673 4.354
H: -0.783 -0.462 4.617
H: -0.381 -1.010 2.296
H: 1.076 -0.326 2.527

Results
- spin multiplicity = 1
- electronic energy (eV) = -58353.8964
- Kohn-Sham gap (eV) = 7.51
- energy relative to the best compared isomer or geometry (same formula, charge and spin) (kcal per mole) = 17.2